# 1
C28H60NO14S7 as an isolated structure. Source: the OMol25 dataset; level of theory: ωB97M-V/def2-TZVPD.

Values from the calculation:
- LUMO (eV) = -1.552
- energy above the lowest of the compared OMol25 structures with the same formula, charge and spin (kcal/mol) = 15.9
- net charge = +1
- HOMO (eV) = -12.278
- gap between HOMO and LUMO (Eh) = 0.3942

Atoms and positions in Å:
N  -7.492  2.724  15.631
H  -8.217  3.214  14.967
H  -8.179  2.392  16.235
H  -6.619  3.345  15.690
H  -7.017  1.873  15.137
C  -11.169  8.193  15.452
C  -10.867  7.745  16.899
C  -10.186  6.383  16.915
S  -9.195  6.324  15.420
O  -9.547  5.115  14.794
O  -7.875  6.716  15.805
C  -9.987  7.604  14.557
H  -11.215  9.298  15.392
H  -11.971  7.557  14.981
H  -11.865  7.602  17.382
H  -10.133  8.451  17.496
H  -11.036  5.624  16.917
H  -9.669  6.227  17.797
H  -10.335  7.184  13.651
H  -9.166  8.171  14.272
C  -9.629  3.440  11.186
C  -9.211  2.013  11.481
C  -7.798  1.969  11.036
S  -7.044  3.427  11.428
O  -6.118  3.827  10.411
O  -6.692  3.263  12.842
C  -8.432  4.432  11.376
H  -10.466  3.589  11.763
H  -10.077  3.561  10.200
H  -9.769  1.246  11.043
H  -9.144  1.919  12.506
H  -7.698  2.015  9.956
H  -7.268  1.138  11.427
H  -8.358  5.070  10.460
H  -8.645  4.821  12.363
C  -7.782  -2.636  12.060
C  -9.334  -2.530  11.998
C  -9.820  -1.382  12.939
S  -8.449  -1.090  14.102
O  -8.952  -1.345  15.414
O  -7.674  0.057  13.820
C  -7.496  -2.425  13.451
H  -7.200  -1.832  11.441
H  -7.430  -3.608  11.498
H  -9.531  -3.305  12.353
H  -9.965  -2.485  11.195
H  -10.665  -1.740  13.610
H  -10.054  -0.515  12.477
H  -7.693  -3.207  14.121
H  -6.500  -2.070  13.605
C  -3.289  2.335  20.406
C  -2.232  2.696  19.368
C  -2.999  2.598  18.053
S  -4.720  3.107  18.284
O  -5.577  2.036  17.978
O  -5.037  4.378  17.752
C  -4.561  3.185  20.085
H  -2.901  2.643  21.416
H  -3.506  1.241  20.518
H  -1.356  2.009  19.566
H  -2.088  3.628  19.695
H  -2.976  1.732  17.579
H  -2.591  3.312  17.344
H  -5.396  2.937  20.751
H  -4.158  4.212  20.391
C  -3.440  1.517  11.605
C  -4.412  0.558  12.320
C  -3.783  0.355  13.644
S  -3.326  1.938  14.246
O  -2.125  1.727  14.927
O  -4.520  2.501  14.809
C  -3.100  2.544  12.635
H  -4.138  1.954  10.602
H  -2.375  1.090  11.312
H  -4.710  -0.155  11.779
H  -5.483  1.187  12.534
H  -2.864  -0.244  13.627
H  -4.629  -0.008  14.315
H  -2.184  2.916  12.441
H  -3.811  3.452  12.501
C  -12.798  0.545  16.844
C  -13.335  1.986  16.655
C  -12.519  2.618  15.580
S  -11.353  1.480  14.876
O  -10.069  1.543  15.434
O  -11.452  1.489  13.442
C  -12.083  0.079  15.503
H  -13.632  -0.076  17.107
H  -11.943  0.497  17.393
H  -13.136  2.347  17.767
H  -14.330  2.127  16.586
H  -11.883  3.538  15.866
H  -13.236  2.834  14.797
H  -11.534  -0.810  15.664
H  -12.848  -0.153  14.825
C  -9.864  3.553  21.632
C  -8.700  2.557  21.394
C  -9.090  1.954  20.062
S  -9.972  3.108  19.246
O  -11.280  2.671  18.935
O  -9.281  3.627  18.109
C  -9.937  4.418  20.294
H  -9.382  4.327  22.271
H  -10.888  3.017  21.918
H  -8.561  1.752  22.245
H  -7.692  3.074  21.262
H  -9.684  1.205  20.166
H  -8.023  1.643  19.531
H  -11.014  5.018  20.330
H  -8.940  4.757  20.307

***

# 2
C28H61AlCl2NO12P2 as an isolated structure. Source: the OMol25 dataset; level of theory: ωB97M-V/def2-TZVPD.

Values from the calculation:
- LUMO (eV) = 0.084
- energy above the lowest of the compared OMol25 structures with the same formula, charge and spin (kcal/mol) = 233.4
- net charge = -1
- HOMO (eV) = -5.003
- gap between HOMO and LUMO (Eh) = 0.1869

Atoms and positions in Å:
C  -5.901  -0.486  -0.298
C  -6.634  0.498  -1.361
C  -5.706  0.616  -2.648
O  -5.424  -0.458  -3.247
O  -5.149  1.811  -3.161
C  -4.004  2.267  -2.373
C  -2.826  1.203  -2.209
Al  -1.515  2.011  -0.807
N  -2.325  1.677  0.903
C  -1.066  3.972  -1.173
C  -1.526  5.004  -0.032
C  -0.284  5.616  0.810
C  0.416  6.755  -0.073
C  1.447  7.700  0.739
C  1.691  7.211  2.258
O  2.745  7.996  2.900
C  3.098  7.473  4.163
C  2.010  6.702  5.066
O  4.237  7.604  4.653
C  0.240  0.879  -0.819
Cl  1.736  1.892  -0.381
C  0.406  0.170  -2.253
C  1.947  -0.239  -2.583
Cl  -0.541  -1.399  -2.199
H  -5.543  0.098  0.609
H  -5.046  -1.037  -0.802
H  -6.666  -1.273  0.051
H  -7.589  -0.058  -1.685
H  -6.951  1.488  -0.903
H  -4.306  2.719  -1.353
H  -3.555  3.152  -2.960
H  -2.239  1.075  -3.188
H  -3.143  0.201  -1.774
H  -1.728  1.125  1.531
H  -2.658  2.530  1.366
H  0.073  4.044  -1.306
H  -1.528  4.285  -2.177
H  -2.054  5.877  -0.567
H  -2.285  4.586  0.710
H  -0.737  6.063  1.756
H  0.509  4.815  1.047
H  0.927  6.260  -0.976
H  -0.404  7.430  -0.523
H  0.957  8.743  0.775
H  2.448  7.776  0.204
H  1.969  6.106  2.322
H  0.717  7.459  2.815
H  0.985  7.223  5.008
H  1.861  5.636  4.699
H  2.298  6.732  6.176
H  0.176  0.044  -0.042
H  0.038  0.911  -3.052
H  2.515  0.616  -3.074
H  2.472  -0.562  -1.620
H  1.872  -1.142  -3.284
O  -0.242  -0.142  4.395
P  0.031  -0.876  5.710
O  1.118  0.208  6.326
C  0.625  1.415  6.886
C  0.121  1.197  8.301
O  1.127  -1.952  5.075
C  0.996  -2.397  3.727
C  1.948  -1.638  2.822
O  0.184  -1.745  7.178
C  -0.609  -2.930  7.314
C  0.132  -4.158  6.811
H  -0.162  1.835  6.251
H  1.455  2.126  6.900
H  -0.773  0.567  8.303
H  -0.129  2.148  8.776
H  0.875  0.686  8.905
H  -0.038  -2.312  3.383
H  1.252  -3.461  3.704
H  1.825  -0.556  2.918
H  1.794  -1.915  1.777
H  2.984  -1.858  3.092
H  -1.567  -2.809  6.799
H  -0.817  -3.046  8.381
H  0.077  -4.237  5.725
H  -0.310  -5.068  7.226
H  1.188  -4.119  7.084
O  1.830  -6.956  -7.281
P  1.799  -5.680  -6.433
O  3.436  -5.522  -6.246
C  4.193  -5.007  -7.330
C  4.106  -3.493  -7.387
O  1.486  -6.447  -4.991
C  0.712  -7.641  -4.968
C  1.614  -8.856  -4.861
O  1.636  -4.213  -5.573
C  0.302  -3.717  -5.379
C  -0.306  -4.239  -4.089
H  3.860  -5.454  -8.273
H  5.232  -5.307  -7.169
H  3.095  -3.170  -7.647
H  4.796  -3.092  -8.133
H  4.343  -3.055  -6.414
H  0.057  -7.703  -5.840
H  0.064  -7.597  -4.088
H  2.375  -8.867  -5.644
H  1.032  -9.779  -4.925
H  2.149  -8.847  -3.907
H  -0.325  -3.966  -6.241
H  0.377  -2.628  -5.326
H  -0.694  -5.251  -4.214
H  -1.142  -3.608  -3.779
H  0.435  -4.267  -3.288